C20H25BF16N2O7S | ωB97M-V/def2-TZVPD

Summary:
M (g/mol): 752.274
SMILES string: CCOB(O)[C@@](C#N)(CC#N)CCCCS(=O)(=O)O.FC(F)C(F)(F)COC(F)(F)C(F)F.FC(F)C(F)(F)COC(F)(F)C(F)F
Kohn-Sham gap (eV): 10.448
Total energy (eV): -93445.9224
LUMO level (hartree): -0.009

Structure (XYZ):
```
72
C20H25BF16N2O7S | the Open Molecules 2025 dataset | ωB97M-V/def2-TZVPD
C 5.79930 4.60199 0.25897
C 6.14671 3.04951 0.51954
O 5.98726 2.27104 -0.70467
B 4.62895 1.73278 -0.80966
O 3.65422 2.64558 -1.41902
C 4.28605 0.21282 -0.31867
C 4.18376 -0.68687 -1.66995
N 4.27668 -1.30880 -2.69927
C 5.50310 -0.45118 0.55865
C 6.80976 -0.75779 -0.33143
N 7.94864 -0.70264 -0.75573
C 2.96410 0.07769 0.59421
C 1.60932 0.63325 -0.07733
C 1.12676 1.92780 0.80298
C -0.50335 1.97289 0.95497
S -1.26638 2.68667 -0.60741
O -2.58517 1.98844 -0.90723
O -1.49180 4.17650 -0.37195
O -0.21004 2.56824 -1.90374
H 5.65423 5.07864 1.30727
H 6.63273 5.13376 -0.34613
H 4.83528 4.75041 -0.37168
H 7.26567 2.95094 0.81977
H 5.52924 2.55604 1.35215
H 3.47164 2.26316 -2.31206
H 5.71384 0.18190 1.48761
H 5.10295 -1.47660 0.93172
H 3.19028 0.52602 1.64040
H 2.80314 -1.06098 0.77078
H 0.75824 -0.14291 0.05098
H 1.70826 0.94394 -1.17443
H 1.53750 1.90866 1.87100
H 1.43356 2.91698 0.28833
H -0.82706 2.66472 1.82761
H -0.93830 0.93308 1.21920
H -0.41227 1.78509 -2.47621
F -1.55969 -0.50564 4.89530
C -0.36411 -0.96646 4.48034
F 0.16862 0.00582 3.69302
C -0.47556 -2.27598 3.70020
F -1.17335 -2.10305 2.55039
F 0.78657 -2.63898 3.31848
C -1.07047 -3.47048 4.47377
O -2.46121 -3.74945 4.26558
C -3.38638 -3.01728 5.04736
F -2.72892 -2.35506 6.02053
F -4.15128 -3.93954 5.67706
C -4.28210 -2.10404 4.20208
F -3.55775 -1.21396 3.48686
F -5.11699 -1.38417 4.99057
H 0.28611 -1.07870 5.35221
H -0.56343 -4.36132 4.09050
H -0.81558 -3.44615 5.53719
H -4.88422 -2.68800 3.50288
F -4.51593 0.06956 -5.86849
C -3.27372 0.42286 -5.48355
F -2.50744 0.41035 -6.60505
C -2.69129 -0.52239 -4.43293
F -2.53255 -1.77189 -4.93317
F -1.43066 -0.07979 -4.12869
C -3.46761 -0.60861 -3.10336
O -4.36798 -1.71545 -2.95193
C -5.66692 -1.56482 -3.49211
F -5.86222 -0.27876 -3.84388
F -6.52364 -1.80514 -2.47082
C -5.94920 -2.54707 -4.63498
F -5.06710 -2.40375 -5.64878
F -7.18253 -2.33695 -5.15791
H -3.30353 1.45231 -5.11576
H -2.71697 -0.77091 -2.32389
H -3.93968 0.34057 -2.83458
H -5.89382 -3.57951 -4.28356
```